1.
Molecular formula: C23H40FO13S
Method: DFT, the ωB97M-V functional and the def2-TZVPD basis

Geometry as XYZ:
```
78
C23H40FO13S (the ωB97M-V functional and the def2-TZVPD basis)
C -2.26188 -4.67985 4.91232
O -1.92892 -4.20657 3.61532
C -2.76397 -4.64237 2.56946
C -2.79182 -3.54442 1.50734
C -3.81467 -2.47562 1.87031
C -3.81616 -1.27260 0.93778
S -2.62989 -0.03409 1.50193
C -1.02569 -0.38499 0.76185
C -1.01670 -0.79726 -0.69465
F -1.33413 0.31445 -1.44732
H -1.65432 -5.54524 5.17116
H -2.06670 -3.87922 5.62146
H -3.31413 -4.95163 4.98399
H -2.42208 -5.58556 2.13938
H -3.78749 -4.79893 2.92489
H -1.78219 -3.13211 1.46981
H -3.02433 -3.99628 0.54351
H -4.81115 -2.91532 1.81860
H -3.65976 -2.17711 2.90698
H -4.77106 -0.74754 0.96975
H -3.63360 -1.53944 -0.09923
H -3.01636 1.02958 0.78096
H -0.54183 -1.10678 1.41539
H -0.48596 0.55807 0.87034
H -1.72447 -1.58729 -0.93228
H -0.01929 -1.14817 -0.95167
C 0.56837 -7.20168 2.33725
C -0.12620 -8.29429 3.10762
C 0.46496 -9.68169 2.96833
O -0.68699 -10.51903 3.12897
C -1.77852 -9.81300 2.75063
O -2.85923 -10.26249 2.58112
O -1.45362 -8.50166 2.59348
H 0.47583 -7.37423 1.26453
H 0.11202 -6.23608 2.56093
H 1.62581 -7.14703 2.59536
H -0.22329 -8.02191 4.16245
H 1.20812 -9.92020 3.72401
H 0.88454 -9.85184 1.97383
C -0.63274 5.26625 -1.51326
C -0.23002 4.40646 -0.34771
C -0.77130 3.00001 -0.37005
O -0.87528 2.67518 1.02792
C -1.03096 3.84989 1.71272
O -1.34425 3.90582 2.85405
O -0.79262 4.89251 0.90204
H -1.70768 5.44694 -1.51537
H -0.13918 6.23476 -1.47038
H -0.35168 4.78412 -2.44786
H 0.85159 4.39961 -0.23345
H -0.12387 2.29182 -0.87645
H -1.77246 2.95658 -0.80790
C 6.13666 5.29691 0.27564
C 4.72378 4.77415 0.25785
C 4.58272 3.27739 0.44120
O 3.38517 2.98864 -0.30389
C 3.25757 3.94024 -1.25891
O 2.47265 3.89386 -2.15238
O 4.11925 4.94800 -1.04408
H 6.69512 4.91197 -0.57763
H 6.14868 6.38387 0.22008
H 6.63823 4.99424 1.19465
H 4.10155 5.31176 0.97762
H 4.45982 2.97284 1.47658
H 5.41122 2.72713 -0.00964
C 1.43422 3.43954 -6.21746
C 0.73017 4.76719 -6.33480
C 1.62696 5.98318 -6.23155
O 0.75090 6.96261 -5.65819
C -0.19533 6.31037 -4.94879
O -0.93920 6.82029 -4.17881
O -0.15745 4.98237 -5.21877
H 1.86080 3.32603 -5.22007
H 0.74095 2.61586 -6.38360
H 2.23299 3.36998 -6.95579
H 0.12610 4.80940 -7.24468
H 2.00191 6.33364 -7.18905
H 2.46177 5.81999 -5.54571
```

## Properties
* LUMO: -0.1042 Ha
* HOMO-LUMO gap: 0.35731 Ha
* 2S+1: 1
* charge: +1

The molecule's Löwdin atomic charges, reported in e, are given here: C -0.078; O -0.194; C -0.234; C -0.171; C -0.240; C -0.362; S 1.193; C -0.331; C -0.215; F -0.032; H 0.083; H 0.089; H 0.090; H 0.120; H 0.125; H 0.104; H 0.127; H 0.130; H 0.120; H 0.105; H 0.093; H 0.030; H 0.104; H 0.080; H 0.110; H 0.138; C -0.020; C -0.334; C -0.087; O 0.070; C -0.563; O 0.179; O 0.065; H 0.094; H 0.070; H 0.093; H 0.154; H 0.140; H 0.141; C -0.010; C -0.297; C -0.101; O -0.018; C -0.561; O 0.176; O 0.110; H 0.102; H 0.099; H 0.081; H 0.136; H 0.130; H 0.140; C -0.016; C -0.316; C -0.082; O 0.051; C -0.583; O 0.149; O 0.095; H 0.096; H 0.091; H 0.095; H 0.160; H 0.139; H 0.141; C -0.018; C -0.322; C -0.086; O 0.072; C -0.567; O 0.160; O 0.070; H 0.084; H 0.086; H 0.093; H 0.158; H 0.140; H 0.140



2.
Molecular formula: C23H40IrN5OSi
Method: DFT, the ωB97M-V functional and the def2-TZVPD basis

Geometry as XYZ:
```
71
C23H40IrN5OSi (the ωB97M-V functional and the def2-TZVPD basis)
Ir 0.26477 -0.15330 0.48415
N 0.00641 -3.24897 -0.49675
C 1.33121 -2.82681 -0.57933
C 2.29835 -3.77873 -0.91722
C 3.60949 -3.39604 -1.02038
C 3.96167 -2.05814 -0.78968
C 2.97041 -1.18883 -0.44841
N 1.66026 -1.56110 -0.32890
C -1.18919 -2.56791 -0.70893
C -2.30996 -3.31702 -1.07810
C -3.48610 -2.67032 -1.35327
C -3.54729 -1.27199 -1.26596
C -2.42816 -0.60864 -0.86802
N -1.25460 -1.24599 -0.56428
H -0.08857 -4.24314 -0.64270
H 2.00036 -4.80026 -1.11930
H 4.36277 -4.12488 -1.29332
H 4.98414 -1.71726 -0.87388
H 3.18422 -0.14927 -0.22931
H -2.22820 -4.39223 -1.18107
H -4.35405 -3.24241 -1.65708
H -4.44817 -0.72620 -1.50860
H -2.41205 0.46955 -0.77899
C 2.78180 0.45097 3.62388
C 1.82962 -0.69473 3.92513
C 2.26277 -1.94630 3.16650
C 1.63158 -0.93071 5.40359
Si 0.14590 -0.06710 2.84454
C -0.27171 2.08282 3.61395
C 0.00818 2.15964 5.08378
C 0.65766 2.84555 2.71043
C -1.71631 2.19412 3.21583
C -1.57566 -1.22644 3.72871
C -1.82269 -0.86052 5.16420
C -1.08784 -2.63605 3.51161
C -2.68436 -0.84110 2.77873
H 3.78057 0.07156 3.87917
H 2.60618 1.33081 4.23668
H 2.81586 0.73117 2.56594
H 3.19065 -2.25772 3.66703
H 2.50743 -1.75183 2.12536
H 1.58293 -2.78614 3.23002
H 2.62900 -1.04087 5.84726
H 1.09217 -1.85157 5.61775
H 1.15581 -0.09887 5.92089
H 1.06798 2.16909 5.32722
H -0.50624 1.39848 5.66787
H -0.40592 3.12307 5.41852
H 1.71239 2.63645 2.85334
H 0.51733 3.89972 3.00246
H 0.39860 2.75140 1.65907
H -2.40058 1.70634 3.90529
H -1.91166 1.87856 2.18672
H -1.94170 3.27128 3.25322
H -0.94178 -0.93203 5.79782
H -2.53363 -1.60656 5.54894
H -2.29049 0.11451 5.28421
H -0.35534 -2.95522 4.24655
H -0.72481 -2.83131 2.49699
H -1.97796 -3.26737 3.64969
H -3.05782 0.16907 2.90864
H -3.50658 -1.52474 3.04341
H -2.44706 -1.02278 1.73510
N 0.53373 3.77157 -1.30572
C 0.95187 2.50773 -1.28098
N 1.90741 2.11153 -2.12636
O 0.44760 1.70385 -0.43546
H 0.88114 4.44535 -1.96906
H -0.24207 4.03569 -0.72349
H 2.25466 2.70872 -2.86002
H 2.12680 1.13215 -2.18403
```

## Properties
* LUMO (spin up / spin down): -0.2889 / -0.4293 Ha
* HOMO-LUMO gap (spin up / spin down): 0.32449 / 0.19284 Ha
* 2S+1: 6
* charge: +3

The molecule's Löwdin atomic charges, reported in e, are given here: Ir 1.183; N 0.139; C -0.284; C 0.031; C 0.008; C -0.018; C -0.142; N -0.078; C -0.293; C 0.027; C 0.006; C -0.019; C -0.122; N -0.071; H 0.149; H 0.137; H 0.139; H 0.131; H 0.110; H 0.136; H 0.138; H 0.131; H 0.117; C -0.086; C -0.567; C -0.074; C -0.053; Si 0.912; C -0.473; C -0.041; C -0.072; C -0.074; C -0.497; C -0.042; C -0.067; C -0.075; H 0.127; H 0.077; H 0.074; H 0.127; H 0.051; H 0.074; H 0.124; H 0.088; H 0.074; H 0.088; H 0.075; H 0.133; H 0.074; H 0.136; H 0.049; H 0.078; H 0.081; H 0.134; H 0.076; H 0.132; H 0.085; H 0.085; H 0.075; H 0.129; H 0.069; H 0.134; H 0.047; N 0.228; C -0.582; N 0.221; O -0.234; H 0.142; H 0.133; H 0.140; H 0.111



3.
Molecular formula: C23H40N4O2S2SiTi
Method: DFT, the ωB97M-V functional and the def2-TZVPD basis

Geometry as XYZ:
```
73
C23H40N4O2S2SiTi (the ωB97M-V functional and the def2-TZVPD basis)
Ti -0.07855 1.53319 0.06698
C -2.73883 -4.62960 -0.83976
Si -1.59539 -4.06734 -2.21289
C -0.59653 -5.59434 -2.70495
C -2.54220 -3.56179 -3.74908
C -0.34822 -2.77652 -1.65264
C 1.00225 -3.05791 -1.66562
C 1.93513 -2.10902 -1.24569
C 1.45599 -0.90060 -0.80909
N 0.14891 -0.58745 -0.75489
C -0.76734 -1.49093 -1.18535
S -2.45033 -1.11408 -1.15767
H -3.34374 -5.47528 -1.17944
H -3.39632 -3.82247 -0.52184
H -2.15772 -4.95716 0.02649
H -1.28086 -6.37990 -3.03699
H -0.01674 -5.99600 -1.87020
H 0.09241 -5.38724 -3.52752
H -3.14072 -4.40273 -4.11189
H -1.84850 -3.27548 -4.54365
H -3.19681 -2.71636 -3.54664
H 1.34952 -4.02631 -2.00898
H 2.99878 -2.30168 -1.25783
H 2.12672 -0.12160 -0.47374
O -1.58448 1.77046 -1.63938
C -0.93097 1.71203 -2.91020
C 0.37420 2.43862 -2.80142
C 0.91006 3.14568 -3.83676
C 2.20165 3.71057 -3.73620
C 2.87765 3.49041 -2.51387
C 2.28108 2.79792 -1.50043
N 1.01063 2.25588 -1.58314
H -2.09277 0.92529 -1.51597
H -1.55856 2.16448 -3.68352
H -0.77499 0.65640 -3.16568
H 0.32661 3.25203 -4.74533
H 2.64604 4.26814 -4.54758
H 3.87819 3.87578 -2.35428
H 2.78173 2.64403 -0.55376
N -1.68934 5.00623 1.83015
C -1.36925 3.75920 1.42447
O -0.64893 3.59746 0.43870
C -1.87940 2.58472 2.20963
C -1.90937 1.35391 1.30555
H -1.31731 5.79050 1.32316
H -2.30574 5.15315 2.60610
H -2.82723 2.86016 2.69774
H -1.14021 2.43784 3.00613
H -2.80668 1.38459 0.67878
H -1.98068 0.44568 1.91017
C -1.04754 -1.66870 4.46435
S 0.03028 -2.81354 3.59100
C -0.56352 -2.49178 1.92005
H -0.95748 -0.67640 4.02133
H -0.70965 -1.62300 5.49966
H -2.08797 -1.99103 4.44030
H -1.60492 -2.78606 1.79402
H 0.05400 -3.06142 1.22686
H -0.45635 -1.43106 1.69295
C 1.56920 0.89814 3.61254
C 2.08970 1.56067 2.33074
C 3.38335 0.85526 1.90914
C 2.37859 3.04138 2.60632
N 1.10059 1.46172 1.29554
H 2.28958 0.99150 4.43196
H 1.37095 -0.16071 3.43995
H 0.63316 1.37038 3.91963
H 4.14440 0.93456 2.69134
H 3.78592 1.29004 0.99089
H 3.18928 -0.20431 1.72915
H 3.14977 3.16177 3.37393
H 1.46880 3.54230 2.94667
H 2.70703 3.53773 1.69151
```

## Properties
* LUMO (spin up / spin down): 0.0924 / 0.0920 Ha
* HOMO-LUMO gap (spin up / spin down): 0.15472 / 0.26072 Ha
* 2S+1: 2
* charge: -1

The molecule's Löwdin atomic charges, reported in e, are given here: Ti 0.893; C -0.195; Si 0.478; C -0.203; C -0.195; C -0.274; C -0.102; C -0.071; C -0.145; N -0.029; C -0.745; S 0.646; H 0.024; H -0.002; H 0.027; H 0.024; H 0.027; H 0.027; H 0.023; H 0.029; H -0.003; H 0.086; H 0.096; H 0.082; O -0.204; C -0.188; C -0.282; C -0.083; C -0.137; C -0.133; C -0.161; N -0.055; H -0.056; H 0.118; H 0.115; H 0.097; H 0.066; H 0.084; H 0.069; N 0.178; C -0.511; O -0.025; C -0.220; C -0.249; H 0.111; H 0.098; H 0.102; H 0.097; H 0.026; H 0.021; C -0.439; S 0.720; C -0.430; H 0.010; H 0.025; H 0.032; H 0.038; H 0.026; H 0.013; C -0.058; C -0.711; C -0.063; C -0.055; N -0.104; H 0.079; H 0.049; H 0.063; H 0.075; H 0.067; H 0.074; H 0.074; H 0.071; H 0.071



| no. | molar mass (g/mol) |
| --- | --- |
| 1 | 575.6 |
| 2 | 622.9 |
| 3 | 544.7 |